The following is a DFT calculation (ωB97M-V with the def2-TZVPD basis set) of a structure of composition C4H7N3.

XYZ file:
```
14
Properties=species:S:1:pos:R:3
C -1.00685 -1.29547 1.62868
N -1.18241 -0.52270 0.41898
C -0.13312 0.08467 -0.17297
N -0.25513 1.04945 -1.28397
N 0.79583 0.63842 -2.28334
C 1.20240 1.23710 -1.04597
C 1.17496 0.26355 0.08194
H -0.18198 -0.86701 2.21104
H -1.90814 -1.24475 2.24820
H -0.77865 -2.35031 1.42717
H -2.06521 -0.53242 -0.06298
H 0.72084 1.44075 -2.92335
H 1.71337 2.19825 -1.02623
H 1.90407 -0.09954 0.78279
```

Summary:
Spin multiplicity = 1
Charge = 0
Energy = -8727.8323 eV
HOMO-LUMO gap = 0.3261 Eh
Lowest unoccupied orbital energy = 0.039 hartree
Energy above the lowest of the compared OMol25 structures with the same formula, charge and spin = 371.2 kJ/mol